42
Properties=species:S:1:pos:R:3:lowdin_charge:R:1 method="wB97M-V/def2-TZVPD" e_homo_ev="-8.481 / -8.481" fmax_ev_per_a=5.33 spin_multiplicity=2 orbital_gap_ev="8.6 / 8.0" e_lumo_ev="0.16 / -0.52"
C -2.183 -0.439 -0.650 -0.08
C -0.532 -0.217 -0.627 -0.39
C 0.176 -0.844 -2.003 -0.07
C -0.611 -2.068 -2.821 -0.02
C 0.043 -2.776 -4.164 -0.07
C 1.506 -2.212 -4.659 -0.09
C 2.358 -1.004 -3.929 -0.06
C 1.648 -0.331 -2.577 -0.02
C -0.293 1.396 -0.456 -0.10
C -0.183 1.919 1.094 -0.43
C 1.373 2.349 1.381 -0.07
C -1.065 3.338 1.156 -0.08
N -0.800 1.004 2.127 -0.11
O -0.586 1.487 3.390 -0.04
C -0.211 -0.389 2.115 -0.43
C 1.057 -0.615 3.135 -0.07
C -1.415 -1.414 2.662 -0.06
C 0.214 -0.953 0.635 -0.10
H -2.465 -1.576 -0.622 0.08
H -2.610 0.191 0.248 0.09
H -2.566 0.115 -1.635 0.11
H -1.655 -2.504 -2.450 0.08
H -0.554 -3.643 -4.694 0.08
H 1.988 -2.735 -5.606 0.08
H 3.430 -0.640 -4.301 0.09
H 2.223 0.521 -2.000 0.08
H 0.702 1.768 -1.003 0.11
H -1.176 1.947 -1.041 0.13
H 1.631 2.571 2.500 0.10
H 1.551 3.366 0.789 0.10
H 2.096 1.560 0.868 0.09
H -0.607 4.139 0.398 0.10
H -0.968 3.800 2.240 0.09
H -2.203 3.143 0.954 0.09
H 1.918 0.171 3.037 0.08
H 0.706 -0.729 4.266 0.10
H 1.536 -1.666 2.834 0.10
H -2.421 -1.289 2.078 0.08
H -1.534 -1.362 3.839 0.09
H -0.999 -2.511 2.443 0.09
H 1.374 -0.735 0.514 0.12
H 0.107 -2.134 0.538 0.14

18
Properties=species:S:1:pos:R:3:lowdin_charge:R:1 method="wB97M-V/def2-TZVPD" charge=+1 e_homo_ev=-13.899 fmax_ev_per_a=4.59 spin_multiplicity=1 orbital_gap_ev=10.2 relative_energy_kcal_mol=61.8 e_lumo_ev=-3.69 smiles="[H]/N=C1/CC=N[C@]1(C)[NH3+]"
C 1.306 -1.527 0.177 -0.10
C 0.817 0.773 -0.212 -0.29
C 1.950 -0.177 0.145 -0.06
C -0.467 -0.211 0.000 -0.45
C -1.187 0.229 1.245 -0.01
N 0.075 -1.577 0.031 0.12
N 0.785 2.000 -0.418 0.19
N -1.408 -0.128 -1.205 0.27
H 1.779 -2.392 -0.091 0.11
H 2.600 0.244 0.859 0.12
H 2.744 -0.221 -0.691 0.17
H -1.908 -0.613 1.579 0.14
H -1.652 1.148 1.205 0.05
H -0.430 0.298 2.079 0.13
H -0.188 2.345 -0.226 0.09
H -0.818 0.200 -1.982 0.17
H -2.094 0.618 -1.065 0.17
H -1.902 -1.009 -1.431 0.19

13
Properties=species:S:1:pos:R:3:lowdin_charge:R:1 method="wB97M-V/def2-TZVPD" e_homo_ev=-9.632 fmax_ev_per_a=5.43 spin_multiplicity=1 orbital_gap_ev=10.5 relative_energy_kcal_mol=134.6 e_lumo_ev=0.91 smiles="CCO/C=N/O"
C 1.175 0.508 -1.463 -0.14
C 0.816 1.393 -0.318 -0.33
C -0.875 0.043 0.605 -0.20
H 0.998 -0.644 -1.378 0.11
H 2.223 0.483 -1.554 0.03
H 0.963 1.102 -2.477 0.12
H 1.661 1.442 0.569 0.18
H 0.808 2.424 -0.802 0.13
H -1.965 0.023 1.117 0.20
H -1.488 -2.202 1.424 0.04
N -0.107 -0.908 0.410 0.05
O -0.504 1.126 -0.148 -0.11
O -0.640 -2.118 1.058 -0.08

20
Properties=species:S:1:pos:R:3:lowdin_charge:R:1 method="wB97M-V/def2-TZVPD" e_homo_ev=-7.249 fmax_ev_per_a=2.81 spin_multiplicity=1 orbital_gap_ev=4.5 relative_energy_kcal_mol=189.4 e_lumo_ev=-2.77
C -0.698 0.033 0.889 -0.09
N 0.709 -2.686 -1.990 0.02
C 0.201 -1.675 -1.052 -0.55
O -0.053 -2.265 0.124 -0.16
C -1.030 1.552 1.298 -0.29
C -1.636 0.756 0.032 -0.01
O 2.387 1.171 0.205 -0.07
N -0.036 2.367 1.035 0.14
H 0.357 -0.156 0.733 0.09
H -1.151 -0.668 1.590 0.13
H 0.017 -3.360 -2.293 0.06
H -0.740 -1.270 -1.494 0.10
H 0.889 -0.806 -1.171 0.10
H 1.487 -3.208 -1.602 0.06
H -1.819 1.796 2.016 0.14
H -2.706 0.581 0.050 0.12
H -1.236 1.282 -0.826 0.12
H 1.916 1.800 0.771 -0.01
H -0.152 3.338 1.320 0.08
H 3.296 1.419 0.366 0.03

18
Properties=species:S:1:pos:R:3:lowdin_charge:R:1 method="wB97M-V/def2-TZVPD" e_homo_ev=-9.036 fmax_ev_per_a=3.24 spin_multiplicity=1 orbital_gap_ev=9.2 relative_energy_kcal_mol=135.1 e_lumo_ev=0.13
C 1.018 -0.360 -0.156 -0.73
C -0.809 -0.579 -0.615 -0.29
C -1.744 -0.519 0.577 -0.04
C 0.539 0.999 -0.030 0.00
C 0.064 2.182 -0.251 0.06
O 1.255 -1.039 0.883 -0.08
O 1.792 -0.493 -1.304 0.07
O -0.683 -1.875 -1.106 0.01
H 2.179 -1.379 -1.267 0.12
H 2.180 0.466 1.706 0.11
H -0.426 -2.444 -0.366 0.11
H -1.160 -0.002 -1.471 0.14
H 2.025 1.204 1.426 0.08
H -2.696 -0.987 0.322 0.09
H -1.954 0.505 0.882 0.08
H -1.290 -1.047 1.417 0.09
H 0.657 3.058 -0.021 0.08
H -0.948 2.310 -0.626 0.09

23
Properties=species:S:1:pos:R:3:lowdin_charge:R:1 method="wB97M-V/def2-TZVPD" e_homo_ev=-8.804 fmax_ev_per_a=4.00 spin_multiplicity=1 orbital_gap_ev=9.7 relative_energy_kcal_mol=67.1 e_lumo_ev=0.92 smiles="C=CC(C)(C)OC(=C)C"
C -2.574 0.987 -0.099 0.01
C 3.018 -0.468 -0.180 0.07
C -1.464 0.562 -0.678 -0.10
C 1.821 0.148 -0.328 -0.40
C -0.592 -0.574 -0.102 -0.51
C 1.908 1.630 -0.417 -0.06
C -0.622 -0.300 1.391 -0.03
C -1.268 -1.957 -0.381 0.01
O 0.686 -0.558 -0.694 -0.03
H -3.083 0.333 0.568 0.05
H -3.052 1.960 -0.337 0.08
H 3.006 -1.494 -0.160 0.03
H 3.889 0.061 0.163 0.06
H -1.003 1.214 -1.290 0.07
H 1.939 1.959 -1.540 0.12
H 2.843 2.042 0.195 0.13
H 0.994 2.021 -0.064 0.03
H -0.594 0.876 1.631 0.14
H 0.197 -0.705 1.883 0.06
H -1.492 -0.765 1.781 0.07
H -0.887 -2.819 0.117 0.08
H -1.325 -2.339 -1.309 0.04
H -2.344 -1.814 -0.149 0.10

10
Properties=species:S:1:pos:R:3:lowdin_charge:R:1 method="wB97M-V/def2-TZVPD" e_homo_ev=-8.835 fmax_ev_per_a=4.18 spin_multiplicity=1 orbital_gap_ev=8.9 relative_energy_kcal_mol=110.1 e_lumo_ev=0.04 smiles=CCn1os1
C -1.193 0.429 0.130 -0.06
C -0.106 -0.568 -0.160 -0.28
N 1.128 -0.079 0.444 -0.48
O 1.801 1.014 -0.162 -0.46
S 2.691 -0.362 -0.119 0.86
H -0.986 0.879 1.062 0.08
H -2.118 -0.010 0.144 0.05
H -1.143 1.065 -0.713 0.07
H 0.138 -0.840 -1.118 0.07
H -0.211 -1.527 0.493 0.15

7
Properties=species:S:1:pos:R:3:lowdin_charge:R:1 method="wB97M-V/def2-TZVPD" e_homo_ev="-8.701 / -8.907" fmax_ev_per_a=8.69 spin_multiplicity=1 orbital_gap_ev="7.1 / 7.3" relative_energy_kcal_mol=86.0 e_lumo_ev="-1.57 / -1.65"
C 2.534 -0.709 -0.043 -0.16
C 0.014 -0.382 0.087 -0.13
C 1.298 -0.735 -0.086 -0.14
C -0.850 -1.450 -0.002 -0.08
N 3.988 -0.914 0.027 0.11
O -1.400 -2.478 -0.024 0.23
H -0.231 0.781 0.220 0.17

48
Properties=species:S:1:pos:R:3:lowdin_charge:R:1 method="wB97M-V/def2-TZVPD" e_homo_ev="-6.933 / -7.432" fmax_ev_per_a=0.17 spin_multiplicity=2 orbital_gap_ev="7.0 / 7.5" relative_energy_kcal_mol=5.7 e_lumo_ev="0.03 / 0.02"
Rh -0.283 2.075 0.783 0.83
O 1.691 1.995 1.276 -0.28
N 1.980 2.448 2.505 -0.18
C 3.256 2.861 2.676 -0.02
C 3.710 3.298 3.885 -0.06
C 2.812 3.320 4.961 -0.07
C 1.523 2.909 4.765 -0.09
C 1.065 2.458 3.509 -0.66
S -0.553 1.945 3.266 0.64
H 3.850 2.810 1.777 0.14
H 4.735 3.624 3.982 0.11
H 3.130 3.666 5.935 0.11
H 0.799 2.921 5.566 0.10
N -2.264 2.381 0.184 -0.09
N -2.354 3.740 -0.234 0.00
C -1.378 4.641 0.312 -0.72
O -1.638 5.825 0.261 0.04
O -0.306 4.083 0.750 -0.17
H -2.553 1.791 -0.588 0.10
H -2.879 2.197 0.973 0.10
H -3.284 4.130 -0.187 0.13
C 1.617 0.000 -1.133 0.00
C 0.606 -0.630 -0.241 -0.33
N -0.208 0.011 0.571 -0.05
C -0.939 -0.938 1.252 -0.11
C -0.570 -2.172 0.832 -0.03
N 0.414 -1.968 -0.114 -0.01
C 1.079 -3.013 -0.860 -0.06
N 0.139 -3.799 -1.610 -0.06
N -0.101 -5.085 -1.250 0.05
N -1.016 -5.571 -1.991 0.07
C -1.429 -4.592 -2.875 -0.23
C -2.402 -4.624 -3.877 -0.01
C -2.601 -3.468 -4.594 -0.08
C -1.855 -2.299 -4.327 -0.08
C -0.892 -2.254 -3.346 0.00
C -0.694 -3.437 -2.627 -0.17
H 1.536 1.080 -1.041 0.06
H 1.470 -0.276 -2.179 0.07
H 2.629 -0.281 -0.841 0.10
H -1.645 -0.654 2.012 0.09
H -0.899 -3.159 1.106 0.12
H 1.587 -3.705 -0.191 0.14
H 1.807 -2.551 -1.524 0.14
H -2.970 -5.524 -4.069 0.12
H -3.344 -3.444 -5.379 0.10
H -2.049 -1.411 -4.915 0.11
H -0.332 -1.351 -3.146 0.10

106
Properties=species:S:1:pos:R:3:lowdin_charge:R:1 method="wB97M-V/def2-TZVPD" e_homo_ev=-9.163 fmax_ev_per_a=13.34 spin_multiplicity=1 orbital_gap_ev=6.8 e_lumo_ev=-2.33
C -2.216 0.524 -0.596 0.04
C -1.423 0.341 0.660 -0.27
O -1.365 1.234 1.556 0.01
N -0.717 -0.956 0.749 0.04
H -1.284 -1.554 1.352 -0.03
H -0.511 -1.432 -0.137 0.11
C 0.524 -0.951 1.462 -0.02
H -3.077 1.183 -0.327 0.10
H -2.581 -0.368 -0.982 0.08
H -1.470 1.112 -1.152 0.10
H 0.968 -1.919 1.407 0.07
H 0.379 -0.897 2.586 0.13
H 1.326 -0.239 1.098 0.13
C 0.212 -4.910 -0.564 0.00
C 0.304 -5.850 -1.717 -0.33
O 0.519 -7.006 -1.518 0.15
N 0.479 -5.287 -3.165 0.06
H 0.578 -4.087 -3.165 0.20
H 1.270 -5.661 -3.640 0.14
C -0.553 -5.804 -4.129 -0.01
H 0.966 -4.155 -0.479 0.08
H 0.171 -5.505 0.359 0.10
H -0.587 -4.284 -0.559 0.00
H -1.662 -5.378 -3.772 0.18
H -0.544 -6.847 -4.132 0.07
H -0.306 -5.492 -5.031 0.03
N -0.436 -1.816 -3.038 -0.53
O 0.192 -2.575 -3.742 -0.01
O -0.417 -1.891 -1.779 -0.06
O -0.894 -0.724 -3.510 -0.02
N -1.639 -4.177 1.235 -0.61
O -1.107 -3.636 2.104 0.05
O -1.743 -5.489 1.239 -0.05
O -1.944 -3.540 0.219 -0.04
C 4.915 -2.076 1.575 -0.07
C 3.832 -2.438 2.693 -0.40
C 3.266 -1.172 3.336 -0.05
O 2.794 -3.113 2.011 -0.10
H 5.389 -2.916 0.985 0.10
H 5.702 -1.661 2.017 0.06
H 4.553 -1.372 1.052 0.00
H 4.141 -3.160 3.392 0.12
H 3.916 -0.535 3.957 0.08
H 2.603 -1.610 4.124 0.09
H 2.763 -0.481 2.631 0.07
H 2.126 -3.501 2.731 0.17
C -3.655 -0.560 3.811 -0.02
C -3.216 -1.091 2.480 -0.32
C -3.946 -0.403 1.365 -0.01
O -1.754 -1.060 2.328 -0.08
H -3.424 0.413 4.159 0.04
H -2.917 -0.862 4.666 0.12
H -4.604 -0.749 4.276 0.08
H -3.371 -2.087 2.306 0.12
H -4.993 -0.585 1.213 0.13
H -3.498 -0.906 0.648 0.02
H -3.450 0.538 1.336 0.06
H -1.402 -1.883 2.333 0.02
C 4.749 -2.419 -0.657 -0.14
C 3.684 -1.707 -1.513 -0.36
C 4.155 -1.747 -2.942 -0.04
O 2.537 -2.611 -1.300 -0.09
H 4.515 -3.056 0.152 0.02
H 5.657 -1.935 -0.369 0.08
H 5.402 -3.071 -1.173 0.08
H 3.352 -0.685 -1.053 0.17
H 4.957 -1.222 -2.882 0.02
H 3.367 -1.330 -3.520 0.07
H 4.355 -2.729 -3.395 0.11
H 1.921 -2.137 -1.898 0.05
C 0.296 4.090 -3.560 0.13
C 0.360 2.649 -3.163 0.08
C 1.030 2.261 -1.907 -0.33
O 1.079 0.998 -1.534 0.01
C 1.591 3.295 -1.108 -0.01
C 1.457 4.691 -1.281 0.06
C 0.812 5.093 -2.537 -0.42
O 0.779 6.267 -2.842 0.08
H -0.141 4.531 -4.333 0.06
H -0.289 1.992 -3.691 0.09
H 2.144 2.833 -0.362 0.08
H 1.796 5.446 -0.611 0.11
C -3.992 4.462 -1.214 0.04
C -2.802 4.637 -0.284 0.10
C -1.948 5.782 -0.703 -0.42
O -0.899 6.133 -0.202 0.05
C -2.300 6.681 -1.882 0.04
C -3.544 6.427 -2.695 0.06
C -4.507 5.280 -2.238 -0.45
O -5.483 5.088 -2.942 0.10
H -4.614 3.522 -0.752 0.16
H -2.619 3.952 0.558 0.10
H -1.541 7.554 -2.256 0.16
H -3.797 7.047 -3.597 0.11
C -0.324 2.324 2.873 0.07
C -1.435 2.726 3.864 0.12
C -1.802 4.207 3.947 -0.36
O -2.693 4.638 4.731 0.04
C -1.035 5.157 3.083 0.04
C -0.069 4.745 2.100 0.01
C 0.267 3.341 1.959 -0.34
O 1.060 2.976 1.054 0.02
H -0.216 1.324 2.681 0.04
H -1.860 2.047 4.385 0.01
H -1.300 6.244 3.121 0.13
H 0.692 5.548 1.585 0.17

33
Properties=species:S:1:pos:R:3:lowdin_charge:R:1 method="wB97M-V/def2-TZVPD" e_homo_ev=-7.701 fmax_ev_per_a=3.92 spin_multiplicity=1 orbital_gap_ev=8.2 relative_energy_kcal_mol=84.7 e_lumo_ev=0.51
C -0.930 1.731 2.806 -0.24
C 0.038 3.625 2.501 -0.24
C -0.322 1.662 1.583 -0.10
C 0.040 -3.162 1.181 -0.20
C 2.117 0.091 -1.878 -0.14
C -2.967 -0.073 -1.059 -0.15
C 1.379 3.273 0.448 -0.02
C -0.660 -1.840 1.367 -0.32
C 1.638 -0.812 -0.708 -0.31
C -1.429 0.109 -1.312 -0.37
N -0.702 2.942 3.354 0.03
N 0.345 2.888 1.450 -0.17
Si -0.155 -0.506 -0.054 0.93
H -1.254 0.980 3.389 0.04
H 0.509 4.596 2.709 0.12
H -0.059 -3.536 0.165 0.06
H 1.039 -3.193 1.363 0.03
H -0.615 -3.917 1.626 0.08
H 2.317 1.115 -1.571 0.05
H 2.977 -0.274 -2.290 0.03
H 1.392 0.200 -2.715 0.08
H -3.372 0.544 -0.191 0.09
H -3.466 0.326 -1.996 0.08
H -3.143 -1.148 -1.037 0.05
H 2.149 2.536 0.341 0.06
H 1.036 3.512 -0.624 0.11
H 1.692 4.171 0.935 0.06
H -0.353 -1.331 2.345 0.08
H -1.768 -2.083 1.485 0.09
H 2.396 -0.771 0.068 0.07
H 1.674 -1.854 -0.927 0.04
H -1.270 1.219 -1.521 0.09
H -1.163 -0.382 -2.191 0.02

17
Properties=species:S:1:pos:R:3:lowdin_charge:R:1 method="wB97M-V/def2-TZVPD" e_homo_ev="-7.610 / -8.957" fmax_ev_per_a=3.24 spin_multiplicity=1 orbital_gap_ev="7.3 / 8.6" relative_energy_kcal_mol=113.3 e_lumo_ev="-0.36 / -0.38"
C -0.900 -0.601 0.315 -0.53
C -2.211 0.124 -0.266 -0.34
C 2.333 0.051 -0.053 -0.10
C -0.025 0.106 1.290 -0.19
C 1.161 0.857 0.662 -0.25
N -0.825 -1.726 -0.091 0.21
O -1.902 -0.676 -2.828 -0.44
S -3.012 -0.201 -1.724 0.91
H -2.993 0.320 0.434 0.03
H 3.105 0.804 -0.057 0.04
H 1.988 -0.197 -1.155 0.10
H 2.695 -0.826 0.483 0.06
H 0.152 -0.491 2.202 0.12
H -0.680 0.947 1.778 0.14
H 1.720 1.379 1.508 0.12
H 0.790 1.543 -0.064 0.09
H -1.395 -1.413 -2.433 0.03